[1]
Density functional theory data (ωB97M-V with the def2-TZVPD basis set) for a single C17H22ClN3O4S2 molecule in a non-equilibrium geometry.

```
! RIJCOSX wB97M-V def2-TZVPD def2/J DEFGRID3
* xyz 0 1
O 2.0827 0.5401 1.9579
O 0.2235 1.9373 2.7963
Cl -2.3025 -4.1435 1.9486
O -3.1112 -2.0739 -0.3826
O 3.0369 1.3009 5.7347
S -1.4603 -0.1216 0.6381
C -2.1582 -1.7241 0.5521
C -0.6434 -1.8871 2.3447
C -1.7349 -2.5159 1.5832
C -0.4366 -0.5846 1.9736
C -4.2260 -0.1036 -3.2299
C -4.2200 -0.8984 -2.0487
C -3.0619 0.0783 -3.9723
C -1.9012 -1.3476 -2.3780
C -3.0466 -1.4337 -1.5826
C -1.8869 -0.5658 -3.5814
N 2.0805 0.1734 -3.7334
N -0.6968 -0.2781 -4.2959
N 1.1168 -0.0519 4.1855
C 4.0755 2.1868 5.2473
C 1.6989 1.8672 5.6559
C 0.7044 0.7537 5.3621
C 1.0987 1.1971 -3.3922
C 1.4980 -1.1858 -3.7231
C -0.1698 1.1173 -4.2876
C 0.2520 -1.3524 -4.6213
S 0.7989 0.5783 2.6561
H -0.1246 -2.3862 3.1342
H -5.1143 0.3961 -3.5295
H -5.1444 -1.0377 -1.4889
H -3.0141 0.6115 -4.8970
H -0.9726 -1.8304 -2.0708
H 2.8437 0.2095 -3.0400
H 2.0850 -0.3473 4.2150
H 4.1790 3.0423 5.8805
H 3.8460 2.5384 4.2361
H 4.9950 1.6093 5.2290
H 1.4479 2.3307 6.5884
H 1.6965 2.6647 4.9095
H -0.2831 1.1796 5.1720
H 0.6587 0.0523 6.2311
H 1.6088 2.1689 -3.4925
H 0.7706 1.0286 -2.3683
H 1.1641 -1.4364 -2.7157
H 2.2724 -1.9198 -4.0349
H -0.9129 1.8523 -3.9264
H 0.0297 1.4274 -5.3151
H 0.5794 -1.2882 -5.6484
H -0.2214 -2.3280 -4.4749
*
```

structure (SMILES) = COCCNS(=O)(=O)c1cc(Cl)c(Oc2cccc(N3CCNCC3)c2)s1
relative energy (zero: lowest compared OMol25 entry of this formula, charge and spin) = 0.7 kcal per mole
DFT total energy = -2382.68594 a.u.

Mulliken population analysis, charges in e, atoms 1 to 6: number 1, O, carries -0.6517; number 2, O, carries -0.6472; number 3, Cl, carries -0.1942; number 4, O, carries -0.4687; number 5, O, carries -0.3790; number 6, S, carries 0.0054

=====

[2]
Density functional theory data (ωB97M-V with the def2-TZVPD basis set) for a single C17H22N2O4 molecule in a non-equilibrium geometry.

```
! RIJCOSX wB97M-V def2-TZVPD def2/J DEFGRID3
* xyz 0 1
C 3.4569 1.4808 1.5953
C 2.9490 0.4511 2.5945
H 2.3850 0.9262 3.4006
H 3.7857 -0.1179 3.0119
O 2.0360 -0.4579 1.9773
C 2.5587 -1.5386 1.3718
O 3.7302 -1.8111 1.3767
C 1.4779 -2.3041 0.6581
C 1.7827 -3.7955 0.5295
C 0.7053 -4.4694 -0.3189
H 0.9676 -5.5131 -0.4955
C 0.5525 -3.7527 -1.6675
N 0.3150 -2.3258 -1.5500
C 1.3549 -1.7054 -0.7666
H 1.1634 -0.6322 -0.7050
H 2.3035 -1.8600 -1.2897
C -1.0406 -1.9881 -1.1252
C -1.2034 -0.5057 -1.0495
C -1.3981 0.1501 0.0889
C -1.4179 1.6061 0.2140
C -0.6015 2.2038 1.1748
C -0.4917 3.5782 1.2656
C -1.1941 4.3980 0.3933
C -2.0230 3.8319 -0.5548
C -2.1439 2.4494 -0.6320
N -3.1013 1.9233 -1.5721
O -3.7532 0.9579 -1.2385
O -3.2211 2.5116 -2.6260
H -2.5983 4.4424 -1.2344
H -1.1029 5.4707 0.4596
H 0.1491 4.0162 2.0162
H -0.0336 1.5658 1.8358
H -1.4537 -0.3914 1.0242
H -1.0870 0.0218 -1.9868
H -1.3138 -2.4340 -0.1564
H -1.7195 -2.3862 -1.8863
H -0.2665 -4.1941 -2.2396
H 1.4753 -3.8752 -2.2435
H -0.2461 -4.4525 0.2175
H 2.7608 -3.9124 0.0586
H 1.8305 -4.2580 1.5176
H 0.5368 -2.1411 1.1894
H 2.6235 2.0108 1.1389
H 4.0286 0.9857 0.8141
H 4.0996 2.1950 2.1019
*
```

structure (SMILES) = CCOC(=O)[C@@H]1CCCN(C/C=C/c2ccccc2[N+](=O)[O-])C1
relative energy (zero: lowest compared OMol25 entry of this formula, charge and spin) = 110.4 kcal per mole
DFT total energy = -1071.36573 a.u.

Mulliken population analysis, charges in e, atoms 1 to 6: number 1, C, carries -1.0714; number 2, C, carries -0.4083; number 3, H, carries 0.3088; number 4, H, carries 0.4538; number 5, O, carries -0.2660; number 6, C, carries -0.2688

=====

[3]
Density functional theory data (ωB97M-V with the def2-TZVPD basis set) for a single C17H22N2O5S molecule.

```
! RIJCOSX wB97M-V def2-TZVPD def2/J DEFGRID3
* xyz 0 1
C 2.2683 -0.6603 -4.1283
H 2.7249 -1.5342 -3.6509
O 1.7877 0.2608 -3.1821
C 0.7845 -0.1305 -2.3295
C 0.2298 -1.4035 -2.3391
C -0.7997 -1.7372 -1.4762
C -1.2845 -0.8030 -0.5862
C -0.7357 0.4696 -0.5434
C 0.2979 0.8237 -1.4154
O 0.7268 2.1219 -1.3402
C 2.0831 2.4305 -1.5793
H 2.2340 3.4205 -1.1479
H 2.3129 2.4588 -2.6460
H 2.7489 1.7180 -1.0858
C -1.2674 1.5095 0.4296
N -2.4232 2.1846 -0.1388
C -3.7117 1.9239 0.1490
O -4.6565 2.3510 -0.4772
N -3.9027 1.1558 1.2930
C -2.9041 0.7229 2.1275
C -1.6095 0.8848 1.7638
C -0.4764 0.4031 2.5473
O -0.5113 -0.1460 3.6255
O 0.6861 0.6574 1.9003
C 1.8711 0.0862 2.4232
C 2.4297 -0.9222 1.4318
H 3.4240 -1.2443 1.7432
H 2.4689 -0.4819 0.4344
S 1.3535 -2.3972 1.3385
C 2.2228 -3.2470 -0.0088
H 2.1884 -2.6289 -0.9017
H 3.2491 -3.4484 0.2855
H 1.6964 -4.1788 -0.1826
H 1.6480 -0.3935 3.3828
H 2.5912 0.8978 2.5743
C -3.3877 0.0965 3.3916
H -3.8682 0.8512 4.0136
H -4.1223 -0.6751 3.1653
H -2.5598 -0.3383 3.9403
H -4.8650 1.0309 1.5731
H -2.2558 2.6967 -0.9918
H -0.4851 2.2654 0.5691
H -2.0804 -1.0614 0.0939
H -1.2161 -2.7318 -1.5048
H 0.5872 -2.1444 -3.0368
H 3.0299 -0.1246 -4.6934
H 1.4780 -0.9889 -4.8103
*
```

structure (SMILES) = COc1cccc([C@H]2NC(=O)NC(C)=C2C(=O)OCCSC)c1OC
relative energy (zero: lowest compared OMol25 entry of this formula, charge and spin) = 26.5 kcal per mole
DFT total energy = -1544.91766 a.u.

Mulliken population analysis, charges in e, atoms 1 to 6: number 1, C, carries -0.9644; number 2, H, carries 0.3320; number 3, O, carries -0.3760; number 4, C, carries 0.8765; number 5, C, carries -0.4512; number 6, C, carries -1.3959

=====

[4]
Density functional theory data (ωB97M-V with the def2-TZVPD basis set) for a single C17H22N4O2 molecule in a non-equilibrium geometry.

```
! RIJCOSX wB97M-V def2-TZVPD def2/J DEFGRID3
* xyz 0 1
C 5.6580 0.9302 0.2215
H 6.4532 1.7611 0.1360
O 4.5116 1.5633 -0.2167
C 3.3311 0.6075 -0.3007
C 3.3556 -0.9102 -0.2025
C 2.1152 -1.5782 -0.1104
C 0.8761 -1.0050 -0.3305
C 0.8943 0.5077 -0.8481
C 2.0166 1.2699 -0.7065
H 2.0830 2.2631 -0.7828
C -0.4443 1.3528 -1.0606
N -0.8440 2.2612 -0.1909
C -0.8275 1.4921 1.1654
C -2.2855 1.4350 1.7169
N -3.0723 0.9807 0.3742
C -3.3190 -0.3211 0.2797
N -3.7418 -0.6987 -1.0034
C -4.0055 -1.8539 -1.2940
C -3.5474 -2.7414 -0.5872
C -3.1460 -2.4361 0.8224
N -2.9578 -1.2347 0.9598
H -2.9501 -3.1265 1.6005
H -3.8148 -3.7632 -0.7412
H -4.4527 -1.9211 -2.1850
C -3.2042 2.2398 -0.7006
H -3.9854 2.7104 -0.2054
C -1.9026 2.7420 -0.4543
H -1.7220 3.5323 -1.4698
H -2.0843 3.7029 0.3857
H -3.3459 1.5812 -1.3647
H -2.7753 2.3289 2.0875
H -2.3710 0.4839 2.2473
H -0.1934 0.8272 1.3964
H -0.4754 2.3189 1.9254
H -0.3019 1.6151 -2.0282
H -1.1160 0.5858 -1.1757
H 0.1077 -1.4840 -0.7412
O 2.1080 -2.8181 0.3066
C 3.2659 -3.4811 0.4087
H 2.8770 -4.4404 0.5980
H 4.1281 -3.5234 -0.2285
H 3.5554 -3.0915 1.5803
H 4.1652 -1.2469 0.2394
H 5.5527 0.3252 1.1558
H 5.8315 0.2574 -0.6785
*
```

structure (SMILES) = COc1cc(CN2CCN(c3ncccn3)CC2)cc(OC)c1
relative energy (zero: lowest compared OMol25 entry of this formula, charge and spin) = 429.6 kcal per mole
DFT total energy = -1029.88153 a.u.

Mulliken population analysis, charges in e, atoms 1 to 6: number 1, C, carries -0.6743; number 2, H, carries 0.2432; number 3, O, carries -0.3666; number 4, C, carries 0.2480; number 5, C, carries -0.9076; number 6, C, carries 0.3123

=====

[5]
Density functional theory data (ωB97M-V with the def2-TZVPD basis set) for a single C17H22N4O3S molecule in a non-equilibrium geometry.

```
! RIJCOSX wB97M-V def2-TZVPD def2/J DEFGRID3
* xyz 0 1
C -5.3401 -0.7285 1.2505
H -5.4530 0.2679 0.8301
C -5.6304 -1.7872 0.1940
H -5.5131 -2.7837 0.6266
H -6.6612 -1.6913 -0.1498
C -4.7078 -1.6504 -1.0178
N -3.3260 -1.8663 -0.6581
C -2.3860 -0.9168 -0.7622
O -2.5939 0.1979 -1.2190
C -1.0501 -1.3522 -0.2865
C 0.1493 -0.7108 -0.0591
C 1.0022 -1.7730 0.3864
N 0.3544 -2.9055 0.4111
O -0.9086 -2.6642 0.0085
C 2.4332 -1.6755 0.7342
H 2.6214 -0.7225 1.2279
H 2.7455 -2.5360 1.3239
S 3.3802 -1.6591 -0.8432
C 4.9419 -0.9981 -0.3710
C 5.3628 -0.8165 0.9405
C 6.6311 -0.2976 1.1503
N 7.4691 0.0265 0.1830
C 7.0644 -0.1572 -1.0640
C 5.8222 -0.6610 -1.3988
H 5.5289 -0.7924 -2.4282
H 7.7748 0.1178 -1.8323
H 6.9944 -0.1384 2.1573
H 4.7413 -1.0679 1.7837
C 0.5735 0.7195 -0.1017
O 1.5646 1.0872 0.5091
N -0.1914 1.5173 -0.8548
H -1.0751 1.1662 -1.2200
C 0.0192 2.9442 -0.9224
C -1.1935 3.7083 -0.3905
C -1.4475 3.4144 1.0826
H -2.2883 3.9986 1.4486
H -1.6754 2.3603 1.2259
H -0.5697 3.6586 1.6766
H -1.0170 4.7761 -0.5300
H -2.0726 3.4289 -0.9753
H 0.9087 3.1698 -0.3288
H 0.2065 3.2257 -1.9645
H -3.0761 -2.7619 -0.2656
H -4.7712 -0.6420 -1.4325
H -4.9926 -2.3729 -1.7896
H -4.3240 -0.8261 1.6266
H -6.0250 -0.8302 2.0883
*
```

structure (SMILES) = CCCNC(=O)c1onc(CSc2ccncc2)c1C(=O)NCCC
relative energy (zero: lowest compared OMol25 entry of this formula, charge and spin) = 45.8 kcal per mole
DFT total energy = -1503.93964 a.u.

Mulliken population analysis, charges in e, atoms 1 to 6: number 1, C, carries -1.0813; number 2, H, carries 0.3108; number 3, C, carries -0.3963; number 4, H, carries 0.3186; number 5, H, carries 0.3237; number 6, C, carries -0.7556

=====

Summary of E_HOMO in eV
-7.96, -8.51, -8.14, -7.67, -8.58
(order as listed above)